{"formula": "C17H30F5NO8PS3", "method": "wB97M-V/def2-TZVPD", "e_homo_ha": -0.443, "e_lumo_ev": -5.72, "gap_ev": 6.33, "total_charge": 1, "fmax_ev_per_a": 6.06, "species": ["N", "C", "O", "P", "C", "C", "O", "C", "F", "F", "C", "F", "F", "F", "H", "H", "H", "H", "H", "H", "C", "C", "C", "S", "O", "O", "C", "H", "H", "H", "H", "H", "H", "H", "H", "C", "C", "C", "S", "O", "O", "C", "H", "H", "H", "H", "H", "H", "H", "H", "C", "C", "C", "S", "O", "O", "C", "H", "H", "H", "H", "H", "H", "H", "H"], "xyz": [[0.8425, 2.1900, -3.9907], [-0.0890, 1.6623, -3.4333], [-1.1118, 1.0876, -2.6007], [-0.5588, 1.3001, -0.9753], [-0.9860, -0.2578, -0.0171], [-0.4112, -0.3041, 1.4873], [0.8007, -1.1189, 1.4767], [-1.1448, 2.9202, -0.1863], [-0.4041, 3.9720, -0.8417], [-0.8415, 3.0457, 1.1980], [-2.6976, 3.2704, -0.3970], [-3.5277, 2.7760, 0.6602], [-3.2176, 2.9249, -1.6599], [-2.8047, 4.6982, -0.3023], [0.8893, 1.3396, -1.0796], [-2.1158, -0.5189, -0.0344], [-0.4785, -1.1376, -0.5806], [-1.1729, -0.8652, 2.1543], [-0.1977, 0.7158, 1.9561], [1.3969, -0.8363, 2.2296], [-0.6901, -4.3009, 5.6042], [-1.6789, -3.2206, 5.1635], [-1.0238, -1.8639, 5.4273], [0.7418, -2.1318, 5.3161], [1.3223, -1.9096, 6.6184], [1.2474, -1.4854, 4.1215], [0.6575, -3.8889, 5.0263], [-0.9901, -5.2911, 5.2553], [-0.6363, -4.3289, 6.6974], [-1.8833, -3.3293, 4.0932], [-2.6324, -3.3066, 5.6895], [-1.3246, -1.1210, 4.6873], [-1.2474, -1.4998, 6.4316], [1.5003, -4.3870, 5.5054], [0.6883, -4.0509, 3.9457], [1.6182, -6.6473, -0.0138], [1.4703, -5.4230, -0.9191], [0.0792, -4.8358, -0.6726], [-0.3553, -5.2677, 1.0087], [-1.4802, -6.1718, 0.9752], [-0.3478, -4.0711, 1.8258], [1.1182, -6.2108, 1.3569], [2.6515, -6.9971, 0.0292], [0.9993, -7.4658, -0.3954], [2.2342, -4.6830, -0.6584], [1.6088, -5.6796, -1.9717], [0.0760, -3.7502, -0.7796], [-0.6651, -5.2775, -1.3378], [0.8781, -7.0472, 2.0132], [1.8344, -5.5440, 1.8431], [0.1151, 6.4412, -4.1592], [-0.3066, 7.6219, -5.0363], [0.9626, 8.2081, -5.6577], [2.1332, 6.8595, -5.7714], [3.2435, 7.1384, -4.8909], [2.3197, 6.5063, -7.1597], [1.0943, 5.6314, -4.9990], [-0.7426, 5.8387, -3.8503], [0.6121, 6.8111, -3.2562], [-0.9746, 7.2671, -5.8281], [-0.8499, 8.3770, -4.4637], [0.7749, 8.6086, -6.6545], [1.3988, 8.9810, -5.0224], [1.7032, 4.9470, -4.4087], [0.5761, 5.0865, -5.7914]]}